# 1
40 unconnected molecules or ions with the total composition H80O40 in a non-equilibrium geometry, computed with ωB97M-V/def2-TZVPD.

XYZ file:
```
120
Properties=species:S:1:pos:R:3
H 1.83 0.64 -4.11
H 1.49 0.77 -5.70
O 1.91 1.20 -4.91
H 1.01 -2.77 0.88
H -0.54 -3.25 1.61
O 0.58 -2.91 1.71
H 0.81 -5.24 -2.17
H 0.07 -4.88 -0.76
O 0.81 -4.78 -1.41
H -3.05 1.53 -5.39
H -3.06 0.01 -5.00
O -3.37 0.67 -5.52
H 5.93 -0.30 3.70
H 4.40 0.00 3.56
O 5.32 0.21 3.23
H 0.63 1.74 2.29
O 1.10 2.43 2.11
H 0.71 -0.04 2.21
O -0.24 0.09 2.15
H -1.40 2.23 -3.84
H -1.31 0.93 -2.94
O -1.56 1.92 -2.99
H 2.89 -3.76 2.89
H 1.56 -3.19 2.99
O 2.42 -3.20 3.38
H -3.82 0.58 0.01
H -3.63 1.82 0.79
O -3.16 0.99 0.78
H -4.88 0.60 -3.05
H -5.90 0.11 -1.99
O -5.04 0.25 -2.11
H 0.50 4.07 -1.49
O -0.16 3.44 -1.41
H 4.22 -0.99 -4.48
H 3.03 -0.79 -5.33
O 3.70 -1.40 -5.12
H -0.07 0.70 5.93
H 0.23 1.99 6.64
O 0.77 1.26 6.16
H 2.93 1.74 4.77
H 1.54 2.45 5.02
O 2.32 2.51 4.40
H -0.31 3.78 1.55
H -0.06 4.02 0.11
O -0.31 4.44 0.92
H -0.23 6.09 2.01
H -0.16 5.02 3.07
O -0.01 5.92 2.93
H -2.73 -0.70 3.01
H -2.43 -2.01 2.24
O -2.11 -1.64 3.12
H -1.49 -3.21 -3.50
O -1.69 -4.01 -3.00
H 0.21 -2.33 -0.14
H -0.26 -0.75 0.11
O -0.04 -1.49 -0.53
H 2.69 -1.89 4.60
O 2.59 -1.36 5.41
H 4.79 2.49 1.63
H 4.58 1.05 1.14
O 5.25 1.69 1.29
H 2.93 -0.46 1.34
H 1.83 -1.64 1.27
O 1.95 -0.78 1.63
H 1.67 -5.56 1.92
H 1.85 -5.49 0.24
O 1.77 -4.96 1.15
H -3.88 3.05 -1.18
H -5.02 3.94 -1.49
O -4.82 3.01 -1.35
H 2.48 -2.88 -2.52
H 3.03 -1.71 -1.67
O 2.58 -2.03 -2.46
H 0.12 -1.26 -3.54
H 0.24 -0.22 -2.39
O -0.07 -0.51 -3.28
H 0.22 1.79 -1.71
H 0.55 0.47 -0.61
O 0.57 0.85 -1.44
H 5.48 2.07 -1.04
H 4.93 1.57 -2.25
O 5.79 1.47 -1.73
H -4.10 -2.67 1.00
H -3.33 -1.99 0.04
O -3.27 -2.41 0.80
H 2.68 -3.52 0.68
H 3.76 -2.65 0.20
O 2.87 -2.79 0.11
H 2.32 2.39 -1.84
O 2.90 2.00 -2.45
H -4.96 -1.15 1.22
H -4.95 0.44 1.51
O -5.03 -0.39 1.92
H -2.47 -4.14 -2.51
H 1.99 2.02 2.24
H 1.90 -1.46 6.02
H -0.59 -0.07 2.97
H -0.69 2.96 -1.98
H 2.55 1.09 -2.50
O -1.59 -0.26 5.49
H -2.40 0.01 4.94
H -1.25 -0.92 4.82
O -4.50 -2.54 -3.39
H -4.70 -2.23 -4.24
H -3.65 -2.76 -3.28
O -4.07 3.02 -4.02
H -3.70 2.53 -3.25
H -3.38 3.52 -4.34
O -3.61 4.93 0.25
H -2.62 4.98 0.18
H -4.09 4.42 1.01
O -5.13 -2.88 -1.03
H -5.24 -3.57 -1.59
H -5.54 -2.07 -1.38
O 4.12 -4.77 -2.15
H 3.11 -4.81 -2.11
H 4.32 -4.04 -2.84
O 2.99 4.65 2.14
H 2.23 4.33 2.52
H 3.08 5.53 2.46
```

The LUMO energy comes out at -0.9 eV. Its frontier orbital gap is 9.1 eV. Its spin multiplicity is 1.

Atomic partial charges in e from the Mulliken method, atoms 1 to 6:
1 H 0.219
2 H 0.296
3 O -0.605
4 H -0.374
5 H 0.286
6 O -0.334

=====

# 2
40 unconnected molecules or ions with the total composition H80O40 in a non-equilibrium geometry, computed with ωB97M-V/def2-TZVPD.

XYZ file:
```
120
Properties=species:S:1:pos:R:3
H -2.23 -5.67 0.30
H -1.79 -6.04 1.66
O -1.46 -6.10 0.76
H 4.70 1.38 0.63
H 5.80 0.89 1.72
O 5.34 0.62 0.81
H -0.55 -1.46 -1.64
H -1.50 -2.59 -1.42
O -0.54 -2.43 -1.56
H 1.83 0.54 -4.12
H 1.01 -0.91 -4.01
O 1.36 -0.19 -4.56
H -0.15 -5.85 -2.70
H -0.03 -4.25 -3.01
O -0.35 -5.11 -3.30
H -1.95 6.12 1.56
O -2.79 5.61 1.37
H 0.95 6.23 1.11
O 0.45 5.60 1.63
H -2.08 5.19 -1.41
H -1.10 4.46 -2.18
O -1.80 5.19 -2.28
H 0.12 -5.61 -0.79
H 0.47 -3.95 -0.89
O 0.70 -4.95 -1.09
H -2.86 -0.60 -2.69
H -3.28 -0.53 -1.17
O -2.94 -1.02 -1.85
H -1.72 -1.56 3.48
H -0.23 -0.87 3.22
O -1.02 -1.37 2.91
H 2.38 -3.10 0.42
O 2.75 -3.92 0.85
H -5.47 3.33 0.60
H -5.23 4.10 -0.53
O -5.94 3.52 -0.25
H -4.83 -2.65 -1.35
H -6.23 -2.44 -1.25
O -5.37 -2.16 -0.75
H -4.64 -2.08 0.92
H -4.11 -1.20 2.15
O -4.42 -1.21 1.27
H 2.74 1.91 2.07
H 2.08 0.64 2.35
O 1.90 1.58 2.34
H 3.59 -1.26 -2.07
H 4.11 0.22 -1.94
O 3.98 -0.51 -2.36
H 2.66 -3.08 -1.88
H 1.40 -2.10 -1.58
O 2.20 -2.25 -1.63
H 0.02 0.77 -0.21
O 0.09 -0.14 -0.12
H -0.92 -3.64 1.71
H -0.86 -4.62 2.82
O -1.52 -4.09 2.43
H 3.21 -4.15 3.01
O 2.49 -4.24 3.66
H 2.49 2.80 5.58
H 2.17 1.34 5.08
O 2.90 2.02 5.46
H 4.02 -0.54 0.29
H 2.87 -0.82 -0.66
O 3.05 -0.68 0.24
H -4.99 0.25 0.31
H -5.79 1.55 -0.37
O -5.25 1.19 0.32
H 2.94 5.36 -1.37
H 3.37 4.46 -0.34
O 3.81 5.02 -0.90
H -3.25 -3.13 -2.45
H -2.53 -4.21 -1.79
O -3.34 -4.04 -2.17
H 0.93 2.65 -2.49
H 1.33 4.03 -3.17
O 1.00 3.62 -2.43
H -2.46 2.46 0.38
H -3.00 3.82 1.00
O -3.13 3.15 0.46
H -3.30 2.14 -2.73
H -4.62 1.35 -2.44
O -3.74 1.24 -2.73
H 4.08 -2.61 1.33
H 4.61 -3.09 2.73
O 4.67 -2.47 2.08
H 3.42 -0.81 -5.30
H 3.38 -2.18 -5.22
O 4.06 -1.49 -5.27
H -3.69 -2.62 4.99
O -2.83 -2.34 5.19
H 1.59 1.31 -0.54
H 1.96 2.83 -0.07
O 1.45 2.15 -0.51
H -0.28 -0.01 0.81
H -3.10 5.53 2.24
H 2.03 -4.86 3.00
H 0.95 4.93 2.09
H 2.81 -4.60 0.25
H -2.36 -2.71 4.30
O 2.54 -4.47 -2.90
H 1.81 -5.33 -3.11
H 2.47 -3.80 -3.69
O -0.70 3.05 4.16
H -1.29 3.02 3.39
H -0.55 2.07 4.23
O -0.54 2.44 1.72
H -0.52 3.25 1.33
H 0.40 2.13 2.01
O -2.85 2.98 -5.00
H -2.79 3.91 -4.90
H -1.88 2.79 -5.11
O -3.02 0.56 4.76
H -3.54 -0.02 5.32
H -3.23 0.10 3.98
O 4.83 2.63 -2.96
H 5.30 1.84 -2.87
H 4.91 3.10 -2.15
O 3.75 3.10 1.76
H 4.46 2.73 1.50
H 3.75 3.96 2.18
```

The LUMO energy comes out at -0.9 eV. Its frontier orbital gap is 9.2 eV. Its spin multiplicity is 1.

Atomic partial charges in e from the Mulliken method, atoms 1 to 6:
1 H 0.305
2 H 0.315
3 O -0.636
4 H 0.330
5 H 0.373
6 O -0.710

=====

Energy relative to the best compared isomer or geometry (same formula, charge and spin) readings, ordered: 1803.70 1617.01 kJ/mol